DFT (ωB97M-V with the def2-TZVPD basis set) results for C27H50BN3O2P2RuSSe4 as an isolated structure.

## Properties
Total charge: -1
2S+1: 6
Maximum force: 0.79 eV/Å
LUMO (spin up / spin down): 2.4789 / 2.0718 eV
Gap between HOMO and LUMO (spin up / spin down): 6.5 / 6.4 eV
ΔE to the lowest compared entry with this formula, charge and spin: 16.69 kcal per mole

Geometry as XYZ:
```
91
Properties=species:S:1:pos:R:3:forces:R:3:lowdin_charge:R:1
Ru -0.311 0.132 -0.621 -0.781 0.022 0.119 0.537
C -5.467 -1.587 -1.011 -0.029 -0.021 -0.013 -0.090
C -4.040 -1.368 -1.531 0.052 0.048 -0.099 -0.679
C -3.298 -2.703 -1.399 0.009 0.020 0.011 -0.144
C -4.051 -1.023 -3.026 0.005 0.005 -0.002 -0.102
P -3.075 -0.029 -0.617 0.111 -0.028 0.164 1.114
C -3.316 -0.531 1.158 -0.069 -0.060 -0.010 -0.289
N -2.209 0.013 1.908 0.032 -0.120 -0.021 -0.031
B -0.876 0.179 1.383 -0.117 0.242 -0.139 -0.784
N -0.110 0.743 2.466 0.028 0.029 -0.096 -0.022
C 1.296 1.086 2.435 0.023 -0.064 0.125 -0.270
P 1.866 1.877 0.800 -0.091 -0.103 -0.180 0.960
C 2.491 3.552 1.417 0.045 0.041 0.009 -0.724
C 1.838 4.198 2.646 -0.013 0.003 0.010 -0.113
C 3.962 3.268 1.764 -0.006 0.011 0.014 -0.134
C 2.462 4.516 0.228 -0.036 0.003 0.003 -0.104
C 3.541 2.107 -2.385 0.087 -0.025 -0.275 -0.396
C 4.919 2.676 -2.375 -0.017 0.017 0.068 -0.106
C 2.466 2.874 -3.077 -0.021 0.018 0.117 -0.104
C 3.394 0.628 -2.352 -0.049 -0.040 0.066 -0.113
C -0.959 0.972 3.539 0.006 -0.060 0.039 -0.168
C -0.726 1.546 4.776 -0.006 -0.012 -0.007 -0.022
C -1.790 1.658 5.672 0.002 0.005 0.006 -0.120
C -3.056 1.195 5.341 -0.001 -0.006 0.011 -0.122
C -3.300 0.609 4.099 -0.008 0.016 -0.004 -0.028
C -2.254 0.509 3.200 0.031 -0.057 0.060 -0.173
C -4.005 1.615 -0.785 -0.004 -0.021 -0.108 -0.658
C -5.476 1.589 -1.214 -0.022 0.023 0.077 -0.104
C -3.222 2.407 -1.843 -0.018 0.007 -0.001 -0.118
C -3.985 2.342 0.566 0.057 0.024 0.004 -0.108
H -5.836 -2.533 -1.418 -0.006 0.001 -0.002 0.082
H -6.159 -0.810 -1.320 0.017 -0.009 0.004 0.051
H -5.503 -1.669 0.077 0.010 -0.010 0.000 0.074
H -3.811 -3.430 -2.038 -0.003 -0.022 0.025 0.087
H -3.300 -3.092 -0.380 0.013 0.014 0.008 0.066
H -2.266 -2.632 -1.731 0.010 0.008 -0.026 -0.024
H -4.587 -1.810 -3.565 0.005 0.002 -0.009 0.088
H -3.032 -0.971 -3.412 0.005 -0.002 -0.002 0.019
H -4.539 -0.075 -3.246 -0.006 -0.012 0.006 0.054
H -3.295 -1.625 1.182 -0.063 0.002 0.037 0.085
H -4.274 -0.209 1.570 0.017 0.063 -0.022 0.083
H 1.890 0.173 2.535 0.008 0.008 0.028 0.073
H 1.534 1.731 3.281 0.007 0.012 -0.035 0.058
H 2.171 3.721 3.571 -0.032 -0.017 -0.005 0.065
H 0.750 4.166 2.623 0.004 0.024 -0.023 0.040
H 2.139 5.249 2.704 0.035 -0.008 0.014 0.079
H 4.052 2.519 2.559 -0.009 -0.004 -0.002 0.072
H 4.441 4.186 2.119 0.006 -0.002 0.006 0.081
H 4.509 2.904 0.892 -0.003 0.013 -0.013 0.056
H 1.448 4.799 -0.055 0.003 0.005 0.014 0.053
H 2.936 4.061 -0.643 0.007 -0.012 -0.006 0.046
H 3.015 5.426 0.487 0.009 -0.001 -0.008 0.083
H 4.914 3.762 -2.247 -0.004 0.002 0.007 0.065
H 5.445 2.469 -3.324 0.001 0.010 -0.004 0.078
H 5.531 2.238 -1.581 -0.004 -0.010 -0.004 0.062
H 2.581 3.953 -2.948 0.001 0.004 -0.014 0.066
H 1.476 2.589 -2.712 0.000 -0.006 0.008 0.040
H 2.477 2.665 -4.159 -0.016 0.002 -0.001 0.083
H 4.252 0.139 -1.886 -0.008 0.009 0.031 0.062
H 3.282 0.226 -3.372 0.036 -0.021 0.000 0.086
H 2.493 0.314 -1.816 0.093 0.012 -0.021 0.005
H 0.258 1.907 5.046 0.002 -0.005 0.001 0.099
H -1.622 2.113 6.640 0.001 -0.003 0.001 0.089
H -3.864 1.286 6.056 -0.004 0.006 -0.006 0.089
H -4.288 0.245 3.846 0.003 -0.006 -0.004 0.100
H -5.640 1.148 -2.195 0.008 -0.002 0.012 0.059
H -5.816 2.628 -1.263 -0.006 0.000 -0.012 0.086
H -6.106 1.078 -0.486 0.010 0.009 0.006 0.072
H -3.318 1.939 -2.825 0.010 0.008 -0.005 0.073
H -2.159 2.474 -1.617 -0.006 0.000 0.029 0.026
H -3.608 3.429 -1.898 -0.016 -0.010 -0.031 0.088
H -4.734 1.927 1.245 -0.006 0.011 -0.001 0.076
H -4.227 3.395 0.398 -0.011 -0.001 0.013 0.094
H -3.022 2.305 1.067 -0.002 -0.011 -0.023 0.017
Se -0.145 -2.188 0.047 0.247 0.028 -0.054 0.145
Se 1.165 -3.036 -1.737 0.052 0.014 0.117 -0.073
Se -0.072 -2.346 -3.568 -0.083 0.101 -0.055 -0.116
Se -0.261 -0.036 -3.199 0.112 -0.077 0.031 -0.054
C 4.091 -3.036 1.356 0.030 0.001 -0.019 -0.017
C 3.979 -1.596 0.912 -0.025 0.047 -0.026 -0.502
C 5.223 -0.737 0.969 0.028 -0.016 -0.027 -0.018
O 2.942 -1.149 0.495 0.116 -0.121 0.086 -0.040
H 4.567 -3.107 2.336 -0.014 0.000 0.007 0.077
H 4.720 -3.582 0.648 0.002 -0.002 0.002 0.087
H 3.099 -3.481 1.379 0.008 -0.017 -0.007 0.076
H 5.818 -0.929 0.071 0.002 -0.011 0.003 0.085
H 5.847 -0.970 1.834 -0.015 0.013 0.014 0.074
H 4.929 0.311 0.968 0.010 0.006 -0.005 0.062
O -0.969 4.282 -0.305 0.047 -0.013 0.017 -0.544
S -0.681 3.163 0.638 -0.133 0.035 -0.069 0.785
N 0.381 2.108 -0.046 0.303 0.046 0.071 -0.695
```
Forces are in eV/Å.